119
Properties=species:S:1:pos:R:3:mulliken_charge:R:1 method="wB97M-V/def2-TZVPD" smiles="O=C1C=CC(=O)C=C1.O=C1C=CC(=O)C=C1.O=C1C=CC(=O)C=C1.CCOS(C)(=O)=O.CCOS(C)(=O)=O.CCOS(C)(=O)=O.CCOS(C)(=O)=O.CCOS(C)(=O)=O.BrCCBr" mol_weight_g_mol=1133.0 e_tot_ha=-10085.861559
Br 16.843 -6.702 -16.933 -0.178
C 16.176 -6.888 -15.084 -0.759
C 15.466 -5.641 -14.527 -0.443
Br 15.109 -6.220 -12.675 -0.155
H 16.981 -7.255 -14.447 0.426
H 15.467 -7.716 -15.057 0.393
H 14.601 -5.381 -15.137 0.361
H 16.117 -4.772 -14.429 0.355
O 9.293 -8.376 -15.609 -0.579
S 8.541 -9.594 -15.922 1.108
O 7.869 -10.394 -14.906 -0.576
O 7.384 -9.014 -16.990 -0.335
C 6.280 -9.841 -17.298 -0.196
C 5.750 -9.465 -18.713 -1.198
C 9.557 -10.555 -17.149 -0.805
H 5.400 -9.535 -16.733 0.246
H 6.520 -10.873 -17.042 0.426
H 5.766 -8.377 -18.782 0.292
H 4.796 -9.801 -19.120 0.368
H 6.407 -9.739 -19.538 0.300
H 10.054 -11.308 -16.537 0.332
H 10.262 -9.916 -17.680 0.309
H 8.899 -11.050 -17.864 0.307
O 8.548 -7.065 -25.584 -0.572
S 9.497 -7.477 -26.603 1.106
O 9.226 -8.443 -27.610 -0.561
O 10.045 -6.133 -27.389 -0.293
C 10.636 -6.247 -28.649 -0.358
C 9.488 -5.981 -29.713 -0.977
C 11.128 -7.850 -25.811 -0.937
H 11.282 -7.111 -28.801 0.302
H 11.339 -5.414 -28.623 0.354
H 9.834 -6.387 -30.663 0.315
H 9.313 -4.915 -29.858 0.308
H 8.521 -6.443 -29.512 0.297
H 11.615 -6.980 -25.372 0.331
H 11.849 -8.258 -26.520 0.325
H 10.980 -8.518 -24.963 0.361
O 10.142 -3.973 -20.703 -0.587
S 10.060 -2.594 -20.162 1.118
O 11.207 -1.745 -20.032 -0.592
O 8.983 -1.692 -21.029 -0.299
C 7.766 -2.237 -21.500 -0.190
C 7.774 -2.074 -22.977 -1.184
C 9.207 -2.667 -18.581 -0.860
H 6.948 -1.663 -21.065 0.278
H 7.652 -3.264 -21.153 0.383
H 6.965 -2.535 -23.545 0.347
H 8.741 -2.367 -23.384 0.300
H 7.843 -0.997 -23.124 0.302
H 9.830 -3.318 -17.970 0.357
H 8.276 -3.204 -18.766 0.315
H 9.107 -1.648 -18.207 0.313
O 17.045 1.584 -14.603 -0.589
S 17.374 2.986 -14.808 1.085
O 18.449 3.447 -15.690 -0.567
O 15.913 3.706 -15.161 -0.246
C 15.147 3.138 -16.207 -0.186
C 14.554 4.259 -16.923 -1.177
C 17.662 3.727 -13.107 -0.928
H 14.444 2.366 -15.893 0.304
H 15.842 2.663 -16.899 0.334
H 14.039 4.841 -16.159 0.297
H 13.771 3.854 -17.563 0.363
H 15.293 4.898 -17.408 0.293
H 17.832 4.796 -13.237 0.337
H 18.690 3.429 -12.900 0.371
H 16.959 3.462 -12.318 0.311
O 15.606 -3.403 -26.260 -0.556
S 15.994 -2.157 -25.585 1.104
O 17.209 -1.406 -25.877 -0.578
O 14.770 -1.035 -25.653 -0.275
C 14.848 0.138 -24.891 -0.190
C 14.146 1.163 -25.792 -1.243
C 15.931 -2.339 -23.680 -0.960
H 15.833 0.432 -24.527 0.375
H 14.368 -0.065 -23.934 0.300
H 14.248 2.126 -25.291 0.378
H 13.076 1.006 -25.933 0.304
H 14.551 1.195 -26.803 0.307
H 14.924 -2.294 -23.265 0.340
H 16.491 -1.537 -23.200 0.336
H 16.387 -3.307 -23.472 0.359
C 7.320 3.002 -13.659 -0.221
C 7.155 3.506 -12.410 -0.347
C 7.035 5.012 -12.118 0.258
O 6.790 5.554 -11.022 -0.547
C 7.409 5.772 -13.340 -0.260
C 7.685 5.222 -14.579 -0.351
C 7.523 3.814 -14.821 0.458
O 7.677 3.257 -15.896 -0.558
H 7.363 1.937 -13.833 0.405
H 7.238 2.912 -11.512 0.373
H 7.468 6.833 -13.150 0.383
H 8.027 5.826 -15.407 0.409
C -1.773 2.692 -26.878 -0.365
C -0.979 2.500 -28.033 -0.308
C 0.286 1.820 -28.067 0.344
O 1.055 1.766 -29.048 -0.562
C 0.565 1.102 -26.808 -0.349
C -0.208 1.272 -25.668 -0.274
C -1.409 2.017 -25.627 0.500
O -1.991 2.178 -24.542 -0.564
H -2.691 3.261 -26.860 0.412
H -1.334 2.819 -29.002 0.385
H 1.472 0.516 -26.829 0.392
H 0.109 1.018 -24.668 0.388
C 2.685 5.875 -23.961 -0.206
C 3.399 5.843 -25.121 -0.328
C 4.724 5.161 -25.364 0.196
O 5.315 5.073 -26.441 -0.540
C 5.193 4.604 -24.055 -0.237
C 4.438 4.520 -22.933 -0.360
C 3.091 5.165 -22.785 0.470
O 2.335 5.105 -21.820 -0.558
H 1.759 6.425 -23.884 0.413
H 2.994 6.340 -25.990 0.381
H 6.185 4.188 -23.962 0.380
H 4.832 4.114 -22.013 0.390

108
Properties=species:S:1:pos:R:3:mulliken_charge:R:1 method="wB97M-V/def2-TZVPD" mol_weight_g_mol=1130.2 e_tot_ha=-9898.658574
Tl 0.625 -0.237 0.049 0.689
C 2.307 5.297 -3.188 -0.874
N 1.990 4.658 -1.922 0.243
C 2.070 5.238 -0.689 -1.252
C 1.704 4.270 0.205 -0.650
N 1.398 3.116 -0.451 0.815
C 1.578 3.362 -1.729 -0.445
P 1.456 2.214 -3.135 -0.640
C 2.593 0.910 -2.553 0.028
N 2.741 0.510 -1.304 -0.020
C 3.735 -0.426 -1.304 -0.550
C 4.199 -0.591 -2.577 -0.735
N 3.471 0.257 -3.367 0.318
C 3.517 0.307 -4.814 -0.835
C -0.166 1.419 -2.844 -0.349
N -0.745 1.073 -1.700 0.644
C -1.936 0.484 -2.029 -0.274
C -2.084 0.483 -3.382 -0.841
N -0.964 1.080 -3.890 0.267
C -0.668 1.260 -5.300 -0.885
H 2.409 6.367 -3.028 0.336
H 3.241 4.912 -3.597 0.303
H 1.512 5.122 -3.909 0.334
H 2.375 6.262 -0.557 0.411
H 1.635 4.336 1.279 0.751
H 4.008 -0.941 -0.396 0.514
H 4.950 -1.246 -2.986 0.489
H 4.543 0.178 -5.154 0.361
H 2.897 -0.485 -5.240 0.193
H 3.150 1.271 -5.157 0.349
H -2.573 0.048 -1.280 0.089
H -2.868 0.098 -4.013 0.495
H -1.393 0.699 -5.883 0.331
H -0.722 2.310 -5.582 0.341
H 0.327 0.881 -5.526 0.260
C -3.206 -4.165 -3.871 -1.182
C -1.733 -4.555 -3.803 -0.726
N -0.844 -3.397 -3.737 0.347
C -0.212 -2.991 -4.980 -0.342
C 1.055 -3.780 -5.298 -1.149
C -0.553 -2.832 -2.525 0.052
S 0.705 -1.652 -2.454 0.153
N -1.248 -3.309 -1.517 -0.049
C -1.475 -2.821 -0.295 -0.540
O -1.493 -1.629 0.065 -0.009
C -1.827 -3.859 0.728 -0.189
C -1.478 -3.627 2.053 0.579
C -1.779 -4.565 3.029 -0.669
C -2.454 -5.730 2.689 -0.511
C -2.814 -5.960 1.367 -0.775
C -2.492 -5.033 0.386 -0.128
H -3.838 -5.055 -3.909 0.369
H -3.406 -3.559 -4.759 0.413
H -3.469 -3.583 -2.987 0.195
H -1.456 -5.132 -4.687 0.498
H -1.554 -5.167 -2.921 0.413
H 0.031 -1.932 -4.900 -0.225
H -0.947 -3.117 -5.780 0.499
H 1.803 -3.590 -4.527 0.175
H 1.458 -3.482 -6.269 0.403
H 0.851 -4.853 -5.326 0.409
H -0.938 -2.719 2.290 0.057
H -1.483 -4.387 4.057 0.375
H -2.696 -6.460 3.451 0.396
H -3.341 -6.868 1.099 0.394
H -2.760 -5.202 -0.648 0.380
C 3.011 0.696 4.141 -0.992
As 2.132 1.882 2.849 0.600
C 3.614 3.193 2.857 -1.323
C 1.028 2.936 4.116 -2.171
C -0.390 2.474 4.491 3.507
C -0.877 3.449 5.580 -2.292
C -1.386 2.607 3.320 -2.663
As -1.226 1.734 1.504 1.193
C -1.860 3.339 0.554 -1.629
C -2.976 0.845 1.442 -1.228
C -0.392 1.060 5.108 -1.979
As -0.616 -0.438 3.828 0.988
C 0.308 -1.828 4.890 -1.410
C -2.436 -0.912 4.440 -1.544
H 3.166 1.189 5.102 0.367
H 3.976 0.416 3.721 0.502
H 2.438 -0.220 4.266 -0.002
H 3.859 3.501 3.876 0.386
H 3.375 4.074 2.261 0.408
H 4.485 2.708 2.417 0.404
H 0.960 3.945 3.692 0.431
H 1.611 3.028 5.038 0.654
H -0.805 4.486 5.240 0.452
H -0.270 3.344 6.482 0.480
H -1.918 3.247 5.846 0.483
H -1.450 3.670 3.077 0.658
H -2.371 2.301 3.685 0.523
H -2.862 3.586 0.908 0.563
H -1.895 3.127 -0.515 0.287
H -1.203 4.190 0.719 0.376
H -3.664 1.268 2.174 0.608
H -2.867 -0.227 1.596 -0.040
H -3.389 1.014 0.448 0.447
H -1.212 0.975 5.827 0.535
H 0.539 0.920 5.664 0.523
H 1.090 -1.377 5.499 0.564
H 0.767 -2.552 4.217 0.307
H -0.397 -2.337 5.547 0.435
H -3.136 -0.114 4.196 0.415
H -2.444 -1.069 5.520 0.494
H -2.769 -1.825 3.943 0.336
S 1.730 -1.788 1.369 -0.478

Quick rundown of maximum force, same order as above: 0.0820; 0.0106 hartree/bohr
Quick rundown of HOMO, same order as above: -10.330; -6.607 eV